Record 1
{
  "formula": "C23H32N4O4",
  "method": "ωB97M-V/def2-TZVPD",
  "species": ["C", "C", "C", "C", "O", "N", "C", "C", "H", "C", "C", "H", "H", "H", "H", "H", "H", "H", "O", "C", "C", "C", "N", "N", "C", "C", "C", "H", "H", "C", "H", "H", "H", "C", "H", "H", "C", "O", "N", "H", "C", "H", "H", "C", "H", "C", "O", "C", "C", "H", "H", "H", "C", "H", "H", "H", "H", "H", "H", "H", "H", "H", "H"],
  "positions_angstrom": [[0.185, -2.153, 1.380], [0.059, -1.558, 0.028], [1.024, -1.378, -0.942], [2.463, -1.646, -0.836], [2.971, -1.899, 0.254], [3.223, -1.590, -1.950], [2.798, -1.409, -3.325], [4.078, -1.573, -4.148], [4.557, -0.604, -4.290], [4.955, -2.458, -3.264], [4.633, -1.934, -1.871], [5.221, -1.038, -1.639], [4.785, -2.660, -1.071], [4.649, -3.501, -3.353], [6.012, -2.380, -3.505], [3.882, -2.009, -5.125], [2.054, -2.168, -3.592], [2.347, -0.424, -3.468], [0.470, -0.822, -2.066], [-0.835, -0.645, -1.817], [-1.144, -1.075, -0.550], [-2.485, -0.860, -0.084], [-2.950, -0.857, 1.153], [-4.220, -0.448, 1.067], [-4.573, -0.177, -0.213], [-3.477, -0.438, -1.000], [-3.224, -0.389, -2.472], [-3.914, 0.300, -2.960], [-3.399, -1.388, -2.887], [-1.770, 0.028, -2.765], [-1.506, -0.211, -3.797], [-1.668, 1.113, -2.641], [-5.555, 0.173, -0.458], [-4.915, -0.090, 2.272], [-5.966, 0.102, 2.052], [-4.826, -0.901, 3.000], [-4.272, 1.195, 2.857], [-4.915, 2.196, 3.078], [-2.956, 1.034, 3.078], [-2.550, 0.178, 2.701], [-2.039, 2.143, 3.224], [-1.187, 1.810, 3.821], [-2.558, 2.948, 3.747], [-1.540, 2.620, 1.854], [-2.270, 3.292, 1.401], [-0.192, 3.342, 1.959], [0.844, 2.544, 2.479], [1.355, 1.510, 1.642], [2.223, 0.627, 2.532], [1.645, 0.270, 3.380], [2.594, -0.223, 1.966], [3.062, 1.205, 2.910], [2.173, 2.052, 0.468], [2.944, 2.726, 0.836], [1.549, 2.587, -0.245], [2.646, 1.219, -0.045], [0.524, 0.909, 1.242], [-0.278, 4.174, 2.664], [0.078, 3.750, 0.976], [-1.433, 1.753, 1.196], [-0.107, -1.426, 2.135], [-0.487, -3.006, 1.469], [1.209, -2.466, 1.557]],
  "homo_energy_ev": -8.2,
  "de_lowest_kj_mol": 245.6,
  "orbital_gap_ev": 8.7,
  "largest_force_ha_per_bohr": 0.0245
}


Record 2
{
  "formula": "C35H39N5O7PtSSeSi",
  "method": "ωB97M-V/def2-TZVPD",
  "species": ["Pt", "N", "C", "C", "C", "C", "C", "C", "S", "O", "O", "N", "C", "N", "C", "C", "C", "N", "H", "H", "H", "H", "H", "H", "H", "H", "H", "C", "Si", "C", "C", "N", "C", "C", "C", "C", "C", "C", "O", "C", "C", "C", "C", "C", "C", "H", "H", "H", "H", "H", "H", "H", "H", "H", "H", "H", "H", "H", "H", "H", "H", "H", "H", "O", "Se", "O", "O", "O", "C", "C", "C", "C", "C", "C", "C", "C", "C", "C", "H", "H", "H", "H", "H", "H", "H", "H", "H", "H", "H", "H"],
  "positions_angstrom": [[0.515, -0.424, -1.791], [-4.951, 2.053, 4.947], [-4.700, 1.516, 3.672], [-4.475, 0.152, 3.514], [-4.233, -0.376, 2.255], [-4.218, 0.455, 1.145], [-4.481, 1.808, 1.289], [-4.720, 2.336, 2.546], [-3.901, -0.244, -0.470], [-4.891, 0.340, -1.350], [-3.953, -1.672, -0.263], [-2.414, 0.122, -0.896], [-2.116, 1.287, -1.441], [-0.950, 1.305, -2.162], [-0.611, 2.416, -2.791], [-1.355, 3.580, -2.693], [-2.490, 3.496, -1.901], [-2.883, 2.390, -1.297], [-4.538, 1.513, 5.693], [-4.701, 3.028, 5.024], [-4.486, -0.496, 4.383], [-4.043, -1.429, 2.114], [-4.467, 2.432, 0.405], [-4.927, 3.393, 2.663], [0.275, 2.335, -3.408], [-1.065, 4.485, -3.205], [-3.127, 4.365, -1.748], [-2.123, -4.272, -2.816], [-0.866, -2.878, -3.108], [0.413, -3.462, -4.354], [-1.836, -1.484, -3.910], [-0.190, -2.364, -1.586], [0.004, -3.079, -0.452], [0.165, -4.477, -0.440], [0.267, -5.204, 0.732], [0.246, -4.555, 1.957], [0.139, -3.168, 1.982], [0.042, -2.447, 0.806], [-0.101, -1.078, 0.772], [0.314, -0.305, 1.815], [1.637, -0.321, 2.248], [2.030, 0.525, 3.269], [1.115, 1.386, 3.862], [-0.195, 1.412, 3.407], [-0.599, 0.572, 2.380], [-2.920, -4.193, -3.555], [-2.573, -4.167, -1.831], [-1.691, -5.268, -2.897], [-0.067, -4.041, -5.147], [1.182, -4.074, -3.884], [0.936, -2.621, -4.809], [-2.257, -1.843, -4.852], [-1.200, -0.628, -4.138], [-2.650, -1.151, -3.267], [0.208, -4.984, -1.392], [0.369, -6.282, 0.690], [0.314, -5.107, 2.886], [0.117, -2.643, 2.927], [2.341, -0.982, 1.765], [3.063, 0.525, 3.591], [1.427, 2.047, 4.660], [-0.910, 2.094, 3.847], [-1.603, 0.594, 1.987], [3.035, -1.221, -5.162], [2.836, -0.573, -3.696], [2.426, -1.718, -2.568], [1.457, 0.403, -3.677], [4.130, 0.288, -3.228], [2.754, 2.671, -1.423], [2.442, 1.803, -0.185], [1.322, 2.503, 0.600], [2.010, 0.400, -0.534], [3.736, 1.695, 0.617], [3.883, 2.181, 1.912], [5.085, 2.039, 2.598], [6.166, 1.420, 1.995], [6.035, 0.946, 0.694], [4.838, 1.080, 0.013], [1.837, 2.897, -1.951], [3.417, 2.156, -2.112], [3.213, 3.611, -1.102], [0.404, 2.462, 0.015], [1.567, 3.551, 0.787], [1.127, 2.008, 1.552], [2.698, -0.400, -0.277], [3.056, 2.667, 2.408], [5.173, 2.423, 3.607], [7.099, 1.296, 2.534], [6.874, 0.471, 0.200], [4.740, 0.702, -0.999]],
  "homo_energy_ev": [-1.8, -2.3],
  "s2": 6.01,
  "de_lowest_kj_mol": 0.0,
  "orbital_gap_ev": [5.8, 6.2],
  "largest_force_ha_per_bohr": 0.0178,
  "multiplicity": 5,
  "total_charge": -2
}